# C5H13NO

2 unconnected molecules or ions with the total composition C5H13NO (ωB97M-V/def2-TZVPD, the OMol25 dataset).

Cartesian coordinates (Å):
C  0.81787  1.71866  2.19046
C  1.98576  2.42802  1.52794
C  1.01860  0.22336  2.36546
H  0.59200  2.18691  3.15240
H  -0.11003  1.84821  1.63287
H  2.18682  2.09756  0.50680
H  1.08270  -0.25797  1.39628
H  1.89131  -0.07201  2.94582
H  0.16880  -0.19613  2.92472
H  1.84865  3.51295  1.49627
H  2.87878  2.26264  2.12309
C  -1.88753  -1.05425  -0.54020
C  -1.08163  -1.21796  -1.81083
O  -1.59714  -1.40372  -2.90197
N  0.24810  -1.04530  -1.68445
H  -1.64947  -1.82886  0.20496
H  -2.94198  -1.11495  -0.80434
H  0.76078  -1.13196  -2.54934
H  0.71649  -1.18084  -0.79675
H  -1.69571  -0.11709  -0.03877

2S+1: 2
Energy, eV: -8932.27047
Total charge: -1

Quick look at the Mulliken charges, all values in e:
1 C -1.637
2 C -1.041
3 C -0.984
4 H 0.743
5 H -0.014
6 H 0.290
7 H 0.310
8 H 0.469
9 H 0.323
10 H 0.571
11 H 0.335
12 C -1.014
13 C 0.357
14 O -0.658
15 N -0.482
16 H 0.222
17 H 0.480
18 H 0.345
19 H 0.335
20 H 0.049

=====

# C14H22FNO4S

A single C14H22FNO4S molecule in a non-equilibrium geometry (ωB97M-V/def2-TZVPD, the OMol25 dataset).

Cartesian coordinates (Å):
F  5.36107  -0.00586  1.64248
S  3.97861  0.79336  1.52604
C  2.94258  -0.44966  0.79910
C  2.13044  -0.36897  -0.39535
O  3.63421  1.13587  2.88200
O  4.22006  1.89077  0.62284
H  3.18206  -1.41264  1.32894
H  2.77059  -1.11367  -0.97978
H  2.19895  0.66377  -0.71776
C  0.11058  -1.64930  3.46775
O  0.04672  -0.41289  2.75156
C  -1.00379  -0.28004  1.91030
O  -1.82306  -1.13112  1.71112
C  -0.95178  1.05486  1.17585
C  -2.02233  2.01960  1.70577
C  -3.15651  2.03134  0.65721
C  -2.52876  1.48001  -0.64785
N  -1.27443  0.88750  -0.24174
C  -0.46980  0.31630  -1.11046
C  0.70477  -0.64200  -0.56623
C  0.60318  -1.85535  -1.48197
C  0.18170  -1.72091  -3.00209
C  -0.12968  -0.28143  -3.53293
C  -1.02485  0.40503  -2.51064
H  0.94486  -1.51652  4.15851
H  -0.81576  -1.82479  4.02142
H  0.31420  -2.49208  2.79603
H  0.06712  1.43584  1.31027
H  -2.36372  1.74598  2.71265
H  -1.55817  3.01626  1.73723
H  -4.00346  1.38215  0.96006
H  -3.54180  3.05349  0.46546
H  -3.20767  0.75662  -1.12451
H  -2.37847  2.31055  -1.35309
H  0.28114  -1.01714  0.32679
H  1.58647  -2.30523  -1.49428
H  -0.07019  -2.61204  -1.04858
H  0.92510  -2.18238  -3.70393
H  -0.75961  -2.31892  -3.09444
H  0.79406  0.29967  -3.74052
H  -0.65915  -0.37170  -4.50416
H  -1.98541  -0.15031  -2.55741
H  -1.25008  1.43601  -2.86167

Energy, eV: -38102.80310
Total charge: 0

Quick look at the Mulliken charges, all values in e:
1 F -0.264
2 S 1.105
3 C -1.239
4 C 0.042
5 O -0.637
6 O -0.661
7 H 0.227
8 H 0.016
9 H 0.345
10 C -0.711
11 O -0.131
12 C -0.214
13 O -0.577
14 C 0.446
15 C -0.803
16 C -0.639
17 C -0.608
18 N 0.152
19 C 0.466
20 C 1.595
21 C -1.308
22 C -0.634
23 C -1.051
24 C -0.639
25 H 0.245
26 H 0.324
27 H 0.281
28 H 0.313
29 H 0.346
30 H 0.408
31 H 0.287
32 H 0.351
33 H 0.288
34 H 0.359
35 H -0.451
36 H 0.390
37 H 0.393
38 H 0.321
39 H 0.260
40 H 0.404
41 H 0.421
42 H 0.350
43 H 0.432

=====

# C5H12N2

A single C5H12N2 molecule in a non-equilibrium geometry (ωB97M-V/def2-TZVPD, the OMol25 dataset).

Cartesian coordinates (Å):
C  -2.06793  0.31884  -0.70930
C  -1.15322  -0.57648  -0.30614
N  -1.50968  -1.71737  0.45124
C  0.29182  -0.51554  -0.74338
C  1.15511  0.29411  0.24139
C  0.51422  1.34741  1.13916
N  2.40194  0.75657  -0.38375
H  -2.99344  0.52003  -0.19604
H  -1.79401  0.94271  -1.54236
H  -2.31795  -1.57949  1.04247
H  -0.69630  -2.01952  0.97712
H  0.62602  -1.53857  -0.88199
H  0.24734  0.11206  -1.63252
H  1.53838  -0.45028  0.96046
H  1.24115  1.55655  1.92202
H  -0.39881  0.99369  1.61546
H  0.29525  2.26389  0.58886
H  2.33846  0.83984  -1.36409
H  3.21991  0.31779  -0.01207

Energy, eV: -8358.86542
Total charge: 0

Quick look at the Mulliken charges, all values in e:
1 C -0.954
2 C 0.540
3 N -0.554
4 C -1.056
5 C 0.539
6 C -1.251
7 N -0.571
8 H 0.272
9 H 0.252
10 H 0.233
11 H 0.270
12 H 0.336
13 H 0.371
14 H 0.168
15 H 0.335
16 H 0.350
17 H 0.293
18 H 0.205
19 H 0.223

=====

# C19H17ClN2O3S

A molecular structure, C19H17ClN2O3S in a non-equilibrium geometry (ωB97M-V/def2-TZVPD, the OMol25 dataset).

Cartesian coordinates (Å):
C  -0.77867  4.88250  -0.01891
H  0.10205  4.64297  -0.83823
H  -1.20440  5.87660  -0.41274
H  -0.30904  4.97014  0.85110
O  -1.77153  3.66861  -0.22287
C  -1.38474  2.53718  0.28621
O  -0.25184  2.28681  0.66154
C  -2.41082  1.65213  0.10546
C  -3.80660  1.86696  -0.04023
C  -4.30253  0.53536  0.10984
C  -3.38271  -0.16707  0.34110
N  -2.24904  0.38341  0.30995
C  -0.82003  -0.49010  0.37048
H  -0.25140  0.22568  1.33401
H  -0.96348  -1.39675  0.53786
C  -0.19625  -0.15382  -0.74132
O  -0.71285  0.02363  -1.80943
N  1.15376  -0.47732  -0.81492
C  2.10064  -0.61475  0.15794
C  2.11776  0.19391  1.41188
C  2.91630  -0.22483  2.26037
C  3.52085  -1.33396  2.48450
C  3.52279  -2.15369  1.28836
C  2.64575  -1.87101  0.34623
C  2.59050  -2.52020  -1.34855
C  2.94111  -1.66588  -2.24601
C  1.83333  -0.74196  -2.20872
H  1.05005  -0.58280  -2.94867
H  2.21089  0.35913  -2.36594
H  3.89551  -1.31973  -2.02974
H  2.83544  -2.07518  -3.25564
H  1.55452  -3.12874  -1.34232
H  3.34000  -3.47138  -1.11971
H  4.06032  -3.32259  1.17539
H  4.23981  -1.77473  3.16102
H  3.12356  0.65128  3.22739
H  1.67728  1.11130  1.11067
C  -3.78917  -1.67719  0.66844
C  -5.15907  -1.69009  0.27389
Cl  -6.22353  -3.01212  0.38207
S  -5.81748  -0.24858  0.18560
H  -3.32314  -2.50054  0.78758
H  -4.32391  2.74744  -0.06488

Energy, eV: -52444.15747
Total charge: 0

Quick look at the Mulliken charges, all values in e:
1 C -0.719
2 H 0.259
3 H 0.248
4 H 0.378
5 O -0.364
6 C 0.605
7 O -0.606
8 C 0.989
9 C -1.361
10 C 0.802
11 C -0.364
12 N 0.200
13 C -1.041
14 H 0.249
15 H 0.870
16 C 0.453
17 O -0.644
18 N 0.239
19 C 0.454
20 C -1.078
21 C -0.383
22 C -0.653
23 C -0.413
24 C 0.654
25 C -0.720
26 C -0.342
27 C -0.968
28 H 0.616
29 H 0.328
30 H 0.361
31 H 0.229
32 H 0.228
33 H 0.329
34 H 0.134
35 H 0.391
36 H 0.051
37 H 0.779
38 C -1.286
39 C 0.456
40 Cl -0.187
41 S -0.371
42 H 0.541
43 H 0.658